The following is a DFT calculation (ωB97M-V/def2-TZVPD) of a molecular structure, C15H19FeN2O3 at a distorted geometry.

The HOMO energy (spin up / spin down) is 0.22 / -4.09 eV. The calculation puts the electronic energy at -2181.69266 a.u. The charge is -1. Its multiplicity is 5. For the orbital gap (spin up / spin down), the calculation gives 2.46 / 6.74 eV.

Cartesian coordinates (Å):
1 O 4.04672 0.07850 0.39586
2 C 3.20152 0.87145 0.41889
3 Fe 2.02603 2.19321 0.85624
4 C 3.19242 3.27268 1.47821
5 O 4.03548 3.82091 2.06709
6 C 1.77808 1.51719 2.46212
7 O 1.84341 1.13506 3.56082
8 C -0.04171 0.60448 -0.20249
9 C -1.04397 1.11402 0.75458
10 C -1.02985 2.64197 1.10454
11 C 0.35867 3.25712 1.23639
12 C 0.96590 3.73756 0.01881
13 C 0.93089 2.87719 -1.08566
14 C 0.78521 1.45791 -0.97704
15 H 0.45830 -0.33935 0.05949
16 H -2.04157 0.85762 0.34301
17 H -0.94091 0.57350 1.71491
18 H -1.62629 3.18116 0.34573
19 H -1.56374 2.80327 2.05863
20 H 0.51490 3.85056 2.15093
21 H 1.42120 4.73430 -0.01921
22 H 1.23005 3.28040 -2.05461
23 H 1.35632 0.92762 -1.75879
24 C -0.40322 -1.42290 -2.79013
25 C -0.86569 -2.11846 -1.53382
26 N -1.01826 -1.52932 -0.40408
27 C -1.70622 -2.27483 0.63175
28 C -1.32197 -3.73122 0.68028
29 C -1.51380 -4.37641 -0.67599
30 N -1.16214 -3.42484 -1.71332
31 H -0.01110 -2.14562 -3.50739
32 H -1.24299 -0.89325 -3.25328
33 H 0.37031 -0.69519 -2.55053
34 H -1.48884 -1.77499 1.58008
35 H -2.79250 -2.22660 0.44969
36 H -0.27237 -3.82628 0.97525
37 H -1.93501 -4.25648 1.41500
38 H -0.88688 -5.27372 -0.77396
39 H -2.56040 -4.69328 -0.80720
40 H -1.04596 -3.78498 -2.65082

Forces on atoms 1 to 3 (eV/Å):
O -0.31 0.45 0.23
C 1.28 -1.87 -0.81
Fe 0.43 -1.64 -0.55

Löwdin analysis output, partial charges in e: 0.063, -0.140, 0.110, -0.231, 0.059, -0.180, 0.079, -0.201, -0.220, -0.193, -0.276, -0.284, -0.179, -0.234, 0.085, 0.098, 0.095, 0.099, 0.095, 0.101, 0.091, 0.082, 0.072, -0.004, -0.412, 0.016, -0.221, -0.191, -0.202, 0.028, 0.066, 0.089, 0.050, 0.106, 0.122, 0.115, 0.106, 0.111, 0.110, 0.121